DFT (wB97M-V/def2-TZVPD) results for a structure of composition C5H8N2O in a non-equilibrium geometry.

XYZ file:
```
16
Properties=species:S:1:pos:R:3:forces:R:3
C 0.853945 -0.534920 0.050802 -0.24 0.13 -1.82
C -0.432587 -0.497054 0.918906 -0.01 -0.15 4.38
C -0.351775 -0.447562 -1.011765 1.64 0.97 -1.91
C -0.945855 0.981304 -0.803989 0.13 -0.38 2.33
C -0.994606 0.884926 0.680773 -0.54 2.59 0.27
H 2.762329 -0.144750 0.297028 2.06 -0.84 0.97
H 2.054378 1.315887 0.078104 -0.74 -1.50 -0.22
H 1.307875 -1.547805 0.115375 -0.88 0.30 -0.36
H -0.478348 -0.888210 2.076094 0.07 0.85 -2.91
H -0.795246 -2.207816 -0.116009 -0.85 1.20 -0.16
H -0.202227 -0.724563 -2.061333 -0.17 -0.27 0.28
H -1.788066 1.431972 -1.316086 0.40 -0.10 -0.43
H -1.696718 1.457474 1.353346 0.56 -1.26 -0.88
N 2.030176 0.297744 -0.147589 -1.64 1.74 0.03
N -1.209983 -1.230290 -0.130327 0.81 -2.13 0.88
O -0.113287 1.853659 0.016667 -0.62 -1.15 -0.45
```
Positions in Å, forces in eV/Å.

Net charge: 0
Lowest unoccupied orbital energy: 0.94 eV
Highest occupied orbital energy: -9.10 eV
2S+1: 1